1.
H26O13 | ωB97M-V with the def2-TZVPD basis set

```
39
Properties=species:S:1:pos:R:3:nbo_charge:R:1
O -1.9692 0.3165 -3.0159 -0.99
H -2.4801 0.9519 -3.5264 0.48
H -1.1681 0.8105 -2.7396 0.50
O 1.0494 2.3316 1.8617 -0.95
H 1.7157 1.9842 2.4687 0.49
H 0.9437 3.2556 2.1195 0.49
O 0.6439 1.3975 -3.0189 -0.98
H 0.3751 2.0858 -2.3828 0.50
H 1.3914 0.9756 -2.5871 0.48
O -0.6948 0.4721 3.0792 -0.98
H -0.4483 0.6459 3.9932 0.49
H -0.2846 1.2065 2.5751 0.51
O 1.2168 -2.0731 -2.3193 -0.96
H 1.7607 -1.5025 -2.8748 0.47
H 0.4987 -1.4944 -2.0083 0.50
O 2.6249 -1.4592 0.1502 -0.98
H 2.0799 -1.5986 -0.6520 0.49
H 1.9753 -1.4805 0.8656 0.47
O 0.4422 -1.6301 2.2110 -1.00
H 1.2978 -1.6767 2.6570 0.48
H -0.0707 -0.9794 2.7191 0.50
O 2.2370 1.3574 -0.4941 -0.98
H 1.5542 1.4692 0.1723 0.47
H 2.3097 0.3932 -0.5868 0.49
O -0.8117 -4.0919 2.0776 -0.97
H -0.4941 -3.1765 1.9451 0.49
H -0.0700 -4.6510 1.8286 0.46
O -0.3465 3.1882 -1.1211 -0.96
H -0.8589 2.5628 -0.5786 0.49
H -0.0092 3.8277 -0.4877 0.48
O -2.6295 -1.6815 -0.9435 -0.98
H -2.8230 -2.4506 -1.4874 0.47
H -2.2581 -1.0275 -1.5595 0.50
O -0.1982 -0.3225 -0.4592 -1.02
H -0.1814 -1.0206 0.2079 0.48
H -0.5787 0.4445 -0.0069 0.47
O -1.6887 1.1974 0.5797 -0.96
H -2.3214 0.8002 -0.0369 0.52
H -1.7313 0.6418 1.3752 0.51
```

As for the spin multiplicity: 1. The highest occupied orbital energy comes out at -10.42 eV.


2.
H26O13 | ωB97M-V with the def2-TZVPD basis set

```
39
Properties=species:S:1:pos:R:3:nbo_charge:R:1
O 1.8135 28.6700 6.2030 -1.00
H 2.0840 29.3239 5.5433 0.49
H 1.9663 29.1120 7.0613 0.52
O 4.2732 28.6919 8.6984 -0.96
H 4.5124 28.4670 9.6036 0.47
H 3.6552 29.4336 8.7762 0.48
O 3.5838 28.4151 2.5872 -0.97
H 2.7538 28.6563 2.1387 0.49
H 3.6439 29.0291 3.3300 0.46
O 3.1156 26.2280 6.8600 -0.99
H 3.3013 25.9384 5.9600 0.49
H 2.5746 27.0406 6.7541 0.49
O 0.2256 28.4188 9.7947 -0.99
H 0.1768 28.7558 10.6941 0.47
H 1.0101 27.8458 9.7853 0.51
O 3.8405 30.5070 4.5052 -0.97
H 4.3453 31.3243 4.6118 0.49
H 4.2318 29.8962 5.1534 0.50
O 2.4842 30.8218 8.1245 -1.01
H 2.3948 31.3305 8.9373 0.48
H 2.1234 31.4111 7.4136 0.52
O 0.8173 29.2415 1.9229 -0.97
H 0.1389 28.5795 1.7599 0.47
H 0.6618 29.5340 2.8458 0.50
O -0.8161 29.5645 7.5127 -0.98
H -0.3089 28.8330 7.8915 0.50
H -1.2949 29.9264 8.2614 0.48
O 1.9014 32.1192 5.8596 -0.96
H 2.0835 33.0644 5.7948 0.48
H 2.5058 31.6972 5.2185 0.50
O -0.1765 29.6437 4.5151 -1.00
H -0.0367 29.5875 5.4739 0.52
H -1.0987 29.9077 4.4238 0.49
O 2.2962 26.3267 9.6635 -0.99
H 2.7673 25.5439 9.9606 0.48
H 2.6445 26.5039 8.7700 0.51
O 0.8207 26.6941 4.3353 -0.95
H 0.2195 27.2342 3.8193 0.46
H 1.1831 27.3097 4.9878 0.48
```

As for the spin multiplicity: 1. The highest occupied orbital energy comes out at -10.19 eV.


3.
H26O13 | ωB97M-V with the def2-TZVPD basis set

```
39
Properties=species:S:1:pos:R:3:nbo_charge:R:1
O 1.4998 1.7573 0.2061 -1.03
H 1.3051 0.9614 0.7008 0.48
H 2.4092 1.9598 0.4254 0.48
O 1.1900 -1.8879 -2.0052 -0.97
H 1.1559 -0.9508 -1.8129 0.44
H 0.5572 -2.0109 -2.7128 0.45
O 1.4088 -2.2969 0.5462 -1.02
H 2.2786 -1.9065 0.4610 0.48
H 1.0350 -2.2445 -0.3334 0.49
O -1.7782 1.0567 -2.3481 -0.89
H -2.2847 1.8034 -2.6674 0.50
H -0.9014 1.4091 -2.1955 0.46
O 2.7167 -0.5267 -0.0108 -0.99
H 2.3973 -0.3233 0.8684 0.45
H 3.4436 0.0807 -0.1485 0.45
O -1.2806 -2.4117 0.0805 -0.97
H -0.5419 -1.8103 0.1751 0.47
H -2.0217 -1.9438 0.4653 0.45
O -0.0472 -1.0142 2.2019 -0.86
H -0.6302 -0.2635 2.0891 0.49
H -0.6344 -1.7683 2.2549 0.53
O 0.9199 0.1063 -2.1286 -0.86
H 0.7546 1.0014 -1.8324 0.48
H 0.8876 0.1598 -3.0838 0.51
O 1.6737 -0.0627 1.7570 -0.93
H 1.5812 0.4816 2.5389 0.49
H 0.9347 -0.6697 1.7983 0.48
O -2.5675 1.2618 1.1203 -0.93
H -1.6684 1.5877 1.1615 0.45
H -2.6685 0.7352 1.9132 0.46
O -0.7149 2.2891 1.2901 -0.91
H -0.5269 1.9932 0.3994 0.49
H -0.1436 3.0466 1.4169 0.52
O -3.0805 -0.0011 -0.7535 -1.03
H -3.0555 0.5116 0.0544 0.46
H -2.6003 0.5292 -1.3893 0.44
O -0.4739 -0.4652 0.0962 -0.97
H 0.4415 -0.3040 -0.1328 0.50
H -0.9702 0.1301 -0.4655 0.49
```

As for the spin multiplicity: 1. The highest occupied orbital energy comes out at -9.06 eV.


4.
H26O13 | ωB97M-V with the def2-TZVPD basis set

```
39
Properties=species:S:1:pos:R:3:lowdin_spin:R:1
O 1.3563 -2.7003 1.8649 0.36
H 1.0996 -2.7614 0.9448 0.00
H 1.9995 -1.9917 1.8881 0.00
O -3.7428 -1.0237 -0.8164 0.00
H -3.1441 -0.4909 -1.3397 0.00
H -4.2509 -1.5166 -1.4607 0.00
O -2.5760 1.6698 2.1104 0.38
H -2.5525 1.7241 1.1550 0.01
H -1.8259 1.1205 2.3381 0.00
O 0.3427 -3.3906 -0.5155 0.00
H -0.2907 -2.7039 -0.7241 0.00
H -0.1267 -4.2083 -0.6804 0.00
O -0.9992 -1.3306 -2.0913 0.00
H -0.7349 -2.1039 -2.5895 0.00
H -0.8577 -0.5985 -2.6915 0.00
O -0.6063 -0.1204 2.7225 0.23
H -1.0552 -0.9360 2.5000 0.00
H -0.0832 0.0847 1.9475 0.00
O 0.3449 0.3496 0.2745 0.00
H 1.0511 -0.1038 -0.1859 0.00
H -0.4498 0.0940 -0.1938 0.00
O -2.2338 1.9142 -0.5939 0.00
H -2.8296 1.4409 -1.1747 0.00
H -2.5460 2.8188 -0.6153 0.00
O 0.0465 3.4437 0.6491 0.01
H -0.5482 2.9529 0.0819 0.00
H -0.5261 3.8635 1.2911 0.00
O 2.2714 1.4259 2.2104 0.00
H 1.5278 1.4778 1.6099 0.00
H 2.0511 0.7077 2.8036 0.00
O 3.9843 -1.0827 1.1173 0.01
H 3.6144 -0.2610 0.7944 0.00
H 4.5416 -1.3920 0.4031 0.00
O 2.5225 -0.3474 -1.3784 0.00
H 2.6153 0.5477 -1.7046 0.00
H 2.8036 -0.8992 -2.1084 0.00
O -0.2245 1.3074 -2.9438 0.00
H -0.4830 2.0791 -2.4400 0.00
H 0.5147 0.9406 -2.4587 0.00
```

As for the spin multiplicity: 2. The highest occupied orbital energy (alpha / beta) comes out at -14.27 / -13.56 eV. Its charge is +1.


5.
H27O14 | ωB97M-V with the def2-TZVPD basis set

```
41
Properties=species:S:1:pos:R:3:nbo_charge:R:1
O -2.3396 -2.0658 -3.6534 -0.96
H -2.5918 -1.8698 -2.7473 0.49
O 3.2563 1.2500 1.4685 -0.99
H 3.5941 0.5275 3.6610 0.46
H -1.1169 2.6439 -1.8637 0.47
O -0.1052 -5.0682 1.2973 -0.96
H -0.3290 1.2616 -2.2712 0.52
H -0.5957 0.2033 0.2831 0.51
O -1.1511 0.7014 0.9602 -1.06
H 1.7396 -2.1125 0.1613 0.47
H -0.7068 1.1493 1.6796 0.47
O 1.4542 -2.5103 -0.6636 -1.02
H 0.9180 0.2609 -1.1170 0.44
H 1.7581 3.6611 3.4373 0.48
O 2.1720 3.6313 2.5710 -0.95
H 2.3667 -0.0476 3.0290 0.48
H 4.0774 -1.9759 -1.8155 0.45
O 0.1587 -0.3247 -1.0930 -1.27
H -3.2894 1.0879 1.9685 0.48
H 2.9420 3.0644 2.6984 0.47
O -1.0490 1.8914 -2.4419 -1.00
H 0.3291 -4.9061 0.4414 0.47
H -2.4310 -2.3321 0.4035 0.47
O -3.6540 1.6831 1.3043 -0.95
H -3.5978 1.0901 0.5491 0.48
H -0.3456 -4.1259 1.3530 0.48
O -1.5224 3.6296 2.3520 -0.96
H -1.1047 4.1431 1.6480 0.46
H -2.0644 3.0729 1.7607 0.50
O 3.3402 -2.1696 -2.3936 -0.99
H 0.6859 -1.9078 -0.9586 0.53
H -1.2761 -1.3406 -0.2924 0.52
O 3.0693 -0.2753 3.6449 -0.95
H -2.7367 1.6554 -3.5570 0.50
H 2.6823 -2.6826 -1.8417 0.51
O -1.5372 -2.1713 0.1212 -1.01
H 2.6956 1.9314 1.1181 0.50
H -1.4500 -2.4259 -3.6663 0.48
O -3.1002 1.0101 -4.1586 -1.00
H 3.4664 0.5692 0.8408 0.49
H -2.6113 0.1929 -4.2174 0.49
```

As for the spin multiplicity: 1. The highest occupied orbital energy comes out at -6.23 eV. Its charge is -1.


6.
H27O14 | ωB97M-V with the def2-TZVPD basis set

```
41
Properties=species:S:1:pos:R:3:nbo_charge:R:1
O 1.0172 -0.6081 0.0054 -1.26
H 0.5627 0.7753 0.6193 0.51
O -1.9862 -0.3018 3.1471 -0.95
H 0.8348 -1.1816 0.7518 0.45
H 1.0828 0.5328 -1.4860 0.48
O 2.8168 -2.7292 2.7672 -0.97
H 1.2370 1.7401 -2.4733 0.48
H 0.0712 -1.4908 -1.3349 0.51
O -0.0981 -2.1505 -2.0537 -0.99
H -0.4391 -3.1331 0.9810 0.47
H 0.7928 -2.0849 -2.4231 0.47
O -0.0826 -4.0244 1.0556 -0.94
H -2.6767 -1.6771 -1.3022 0.46
H -1.7977 -1.1825 2.8451 0.47
O -3.3083 0.4129 -0.4193 -0.94
H -0.8336 1.3761 0.3395 0.44
H -1.4461 3.3742 1.6940 0.48
O -2.8195 -1.7838 -2.2472 -0.96
H -4.7738 1.5309 -1.9685 0.47
H -3.1173 0.2073 0.5013 0.47
O 0.6071 1.2553 -1.9296 -0.97
H 1.9066 -2.9649 2.5943 0.49
H 3.0739 1.1242 -1.6030 0.48
O -4.6864 0.9142 -2.6937 -0.96
H -3.8356 0.4784 -2.6419 0.49
H 3.2663 -2.2098 2.1072 0.48
O 3.4932 -0.3063 -0.5969 -1.02
H 2.4671 -0.2166 -0.4643 0.49
H 3.5258 -0.8836 0.1749 0.46
O -1.9084 3.9062 2.3559 -0.94
H -1.8954 -1.6066 -2.5055 0.49
H 4.2760 1.9540 -1.8540 0.47
O -0.1017 1.4956 0.9267 -1.02
H 2.5481 2.3354 1.3956 0.47
H -1.0881 4.2050 2.7661 0.46
O 3.4752 1.6804 -2.2837 -0.97
H -0.8197 -4.5656 1.2960 0.47
H -2.5105 0.9393 -0.5650 0.46
O 2.6975 2.7639 0.5635 -0.95
H -1.7576 -0.1576 4.0646 0.48
H 2.2303 2.2575 -0.1063 0.48
```

As for the spin multiplicity: 1. The highest occupied orbital energy comes out at -6.90 eV. Its charge is -1.


Please write out number 4 again, unchanged.
H26O13 | ωB97M-V with the def2-TZVPD basis set

```
39
Properties=species:S:1:pos:R:3:lowdin_spin:R:1
O 1.3563 -2.7003 1.8649 0.36
H 1.0996 -2.7614 0.9448 0.00
H 1.9995 -1.9917 1.8881 0.00
O -3.7428 -1.0237 -0.8164 0.00
H -3.1441 -0.4909 -1.3397 0.00
H -4.2509 -1.5166 -1.4607 0.00
O -2.5760 1.6698 2.1104 0.38
H -2.5525 1.7241 1.1550 0.01
H -1.8259 1.1205 2.3381 0.00
O 0.3427 -3.3906 -0.5155 0.00
H -0.2907 -2.7039 -0.7241 0.00
H -0.1267 -4.2083 -0.6804 0.00
O -0.9992 -1.3306 -2.0913 0.00
H -0.7349 -2.1039 -2.5895 0.00
H -0.8577 -0.5985 -2.6915 0.00
O -0.6063 -0.1204 2.7225 0.23
H -1.0552 -0.9360 2.5000 0.00
H -0.0832 0.0847 1.9475 0.00
O 0.3449 0.3496 0.2745 0.00
H 1.0511 -0.1038 -0.1859 0.00
H -0.4498 0.0940 -0.1938 0.00
O -2.2338 1.9142 -0.5939 0.00
H -2.8296 1.4409 -1.1747 0.00
H -2.5460 2.8188 -0.6153 0.00
O 0.0465 3.4437 0.6491 0.01
H -0.5482 2.9529 0.0819 0.00
H -0.5261 3.8635 1.2911 0.00
O 2.2714 1.4259 2.2104 0.00
H 1.5278 1.4778 1.6099 0.00
H 2.0511 0.7077 2.8036 0.00
O 3.9843 -1.0827 1.1173 0.01
H 3.6144 -0.2610 0.7944 0.00
H 4.5416 -1.3920 0.4031 0.00
O 2.5225 -0.3474 -1.3784 0.00
H 2.6153 0.5477 -1.7046 0.00
H 2.8036 -0.8992 -2.1084 0.00
O -0.2245 1.3074 -2.9438 0.00
H -0.4830 2.0791 -2.4400 0.00
H 0.5147 0.9406 -2.4587 0.00
```

As for the spin multiplicity: 2. The highest occupied orbital energy (alpha / beta) comes out at -14.27 / -13.56 eV. Its charge is +1.


What is the formula in the fourth record? H26O13


What did the fourth record say?
H26O13 | ωB97M-V with the def2-TZVPD basis set

```
39
Properties=species:S:1:pos:R:3:lowdin_spin:R:1
O 1.3563 -2.7003 1.8649 0.36
H 1.0996 -2.7614 0.9448 0.00
H 1.9995 -1.9917 1.8881 0.00
O -3.7428 -1.0237 -0.8164 0.00
H -3.1441 -0.4909 -1.3397 0.00
H -4.2509 -1.5166 -1.4607 0.00
O -2.5760 1.6698 2.1104 0.38
H -2.5525 1.7241 1.1550 0.01
H -1.8259 1.1205 2.3381 0.00
O 0.3427 -3.3906 -0.5155 0.00
H -0.2907 -2.7039 -0.7241 0.00
H -0.1267 -4.2083 -0.6804 0.00
O -0.9992 -1.3306 -2.0913 0.00
H -0.7349 -2.1039 -2.5895 0.00
H -0.8577 -0.5985 -2.6915 0.00
O -0.6063 -0.1204 2.7225 0.23
H -1.0552 -0.9360 2.5000 0.00
H -0.0832 0.0847 1.9475 0.00
O 0.3449 0.3496 0.2745 0.00
H 1.0511 -0.1038 -0.1859 0.00
H -0.4498 0.0940 -0.1938 0.00
O -2.2338 1.9142 -0.5939 0.00
H -2.8296 1.4409 -1.1747 0.00
H -2.5460 2.8188 -0.6153 0.00
O 0.0465 3.4437 0.6491 0.01
H -0.5482 2.9529 0.0819 0.00
H -0.5261 3.8635 1.2911 0.00
O 2.2714 1.4259 2.2104 0.00
H 1.5278 1.4778 1.6099 0.00
H 2.0511 0.7077 2.8036 0.00
O 3.9843 -1.0827 1.1173 0.01
H 3.6144 -0.2610 0.7944 0.00
H 4.5416 -1.3920 0.4031 0.00
O 2.5225 -0.3474 -1.3784 0.00
H 2.6153 0.5477 -1.7046 0.00
H 2.8036 -0.8992 -2.1084 0.00
O -0.2245 1.3074 -2.9438 0.00
H -0.4830 2.0791 -2.4400 0.00
H 0.5147 0.9406 -2.4587 0.00
```

As for the spin multiplicity: 2. The highest occupied orbital energy (alpha / beta) comes out at -14.27 / -13.56 eV. Its charge is +1.